{"formula": "CH3FIN", "method": "ωB97M-V/def2-TZVPD", "gap_ha": 0.318, "spin_multiplicity": 1, "charge": 0, "largest_force_ev_per_a": 4.2, "e_homo_ev": -9.5, "symbols": ["C", "N", "F", "I", "H", "H", "H"], "positions_angstrom": [[-1.017, -1.030, -0.646], [1.389, 0.530, 0.330], [-1.229, -2.176, -0.242], [-2.443, 0.291, -0.010], [0.755, 0.054, -0.213], [1.857, 1.331, -0.174], [0.688, 1.000, 0.956]], "lowdin_charge": [-0.67, 0.00, -0.02, 0.79, -0.15, 0.04, 0.01]}

{"formula": "CH3FIN", "method": "ωB97M-V/def2-TZVPD", "gap_ha": 0.367, "spin_multiplicity": 1, "charge": 0, "smiles": "[H]/N=C\\I.F", "largest_force_ev_per_a": 3.3, "e_homo_ev": -9.9, "symbols": ["H", "N", "C", "I", "H", "F", "H"], "positions_angstrom": [[1.862, 0.975, -1.297], [1.368, 1.096, -0.403], [0.773, 0.124, 0.068], [0.456, -2.024, -0.485], [0.440, 0.435, 1.058], [-2.179, 0.055, 0.746], [-2.720, -0.661, 0.315]], "lowdin_charge": [0.06, 0.03, -0.69, 0.58, 0.04, -0.16, 0.14]}

{"formula": "CH3FINS", "method": "ωB97M-V/def2-TZVPD", "gap_ha": 0.351, "spin_multiplicity": 1, "charge": 0, "smiles": "C=NSF.I", "largest_force_ev_per_a": 2.4, "e_homo_ev": -9.2, "symbols": ["C", "N", "S", "F", "H", "H", "I", "H"], "positions_angstrom": [[-0.648, -0.791, -0.853], [-0.525, 0.396, -0.402], [-0.982, 1.804, 0.010], [-2.577, 1.845, 0.725], [0.225, -1.319, -1.428], [-1.506, -1.414, -0.560], [3.322, -0.601, 0.595], [2.692, 0.081, 1.912]], "lowdin_charge": [-0.10, -0.52, 0.95, -0.52, 0.10, 0.07, 0.36, -0.34]}

charge of number 1 (CH3FIN)? 0